This record from the Open Molecules 2025 dataset describes C24H26F4O4 as an isolated structure in a non-equilibrium geometry. The level of theory is ωB97M-V/def2-TZVPD.

Geometry as ORCA input:
```
! RIJCOSX wB97M-V def2-TZVPD def2/J DEFGRID3
* xyz 0 1
C 5.4573 -0.6022 2.8857
C 4.1566 -1.3916 2.7964
C 3.0163 -0.5504 2.1845
C 1.7698 -1.2721 2.1343
C 0.9655 -1.3400 0.8803
C -0.0932 -2.4552 0.8635
O -0.7597 -2.6605 -0.1330
O -0.2616 -3.0617 2.0312
C -1.1667 -4.2139 2.0648
C -2.0859 -4.0280 3.2291
C 1.8714 -1.8631 -0.2641
O 2.1925 -3.0276 -0.3372
O 2.2785 -0.9199 -1.1316
C 3.1598 -1.4483 -2.1524
C 3.6362 -0.2989 -2.9935
H 6.2124 -1.1766 3.4290
H 5.8449 -0.3884 1.8820
H 5.3088 0.3517 3.4070
H 4.2923 -2.2789 2.1650
H 3.8490 -1.7485 3.7879
H 2.8622 0.3508 2.8095
H 3.2956 -0.2071 1.1709
H 1.2483 -1.5246 3.0532
H -0.3204 0.0261 -0.5279
H -1.6991 -4.2502 1.1154
H -0.5112 -5.0793 2.1712
H -2.6504 -4.9412 3.4011
H -1.5312 -3.7826 4.1351
H -2.8003 -3.2289 3.0208
H 3.9893 -1.9527 -1.6527
H 2.5919 -2.1715 -2.7426
H 4.3301 -0.6636 -3.7518
H 2.8122 0.1944 -3.5117
H 4.1734 0.4426 -2.3965
F -3.7430 1.2606 -3.4360
C -2.4014 1.1571 -3.1350
C -1.4714 1.5796 -4.0798
C -0.1494 1.5621 -3.6534
F 0.8201 1.9670 -4.5448
C 0.2567 1.1413 -2.3805
C -0.6975 0.6198 -1.5353
C 0.3616 -0.1199 0.6691
C -0.6855 0.2421 1.6556
C -0.3901 1.2625 2.5723
C -1.3145 1.5270 3.5707
F -0.9862 2.4670 4.5237
C -2.5452 0.8761 3.6482
C -2.8448 -0.0380 2.6450
F -4.0786 -0.6596 2.6612
C -1.9494 -0.3665 1.6376
C -2.0451 0.7253 -1.8459
H -1.7646 1.8899 -5.0779
H 1.2924 1.2432 -2.0818
H 1.1263 0.6734 0.6375
H 0.5766 1.7735 2.5097
H -3.2639 1.1269 4.4202
H -2.2162 -1.0785 0.8565
H -2.8218 0.5186 -1.1069
*
```

## Properties
gap between HOMO and LUMO: 6.0020 eV
ΔE to the lowest compared entry with this formula, charge and spin: 0.0 kJ/mol
DFT total energy: -1630.39112 Ha
E_HOMO: -7.268 eV